14 unconnected molecules or ions with the total composition C48H134N10O18, computed with ωB97M-V with the def2-TZVPD basis set.

Max |F|: 2.5 eV/Å
Electronic energy: -3810.71573 Ha
ΔE to the lowest compared entry with this formula, charge and spin: 38.1 kcal per mole
Gap between HOMO and LUMO: 9.1 eV
LUMO: 0.2 eV

Geometry as XYZ:
```
210
Properties=species:S:1:pos:R:3:forces:R:3:mulliken_charge:R:1
C 5.44211 0.45202 -3.20409 -0.1 -0.1 1.3 -1.74
C 4.12838 1.15732 -2.78627 0.4 1.0 0.4 2.85
C 4.35935 2.54075 -2.07184 1.1 -0.8 0.2 -0.78
O 5.04497 2.42936 -0.79556 -0.8 0.3 0.8 -0.48
C 4.15750 2.37334 0.36865 -0.1 -0.4 -1.2 0.72
N 3.29873 1.34325 -3.98341 0.2 0.2 0.1 -0.35
H 6.06096 0.24626 -2.33072 0.1 0.0 0.2 0.41
H 6.08219 1.03964 -3.86219 -0.3 0.3 -0.2 0.42
H 5.24398 -0.50677 -3.68323 -0.2 0.1 0.0 0.26
H 3.52224 0.56822 -2.09804 0.4 -0.3 0.2 -1.50
H 3.44718 3.13156 -1.98814 -0.2 -0.3 0.1 0.04
H 5.05417 3.12078 -2.67920 0.0 0.1 -0.2 0.40
H 3.65220 1.40822 0.33223 -0.4 0.0 0.1 -0.37
H 3.44043 3.19425 0.37250 -0.2 0.1 -0.4 0.40
H 4.60066 2.42434 1.36319 1.0 0.0 -0.5 -0.47
H 3.97795 1.34355 -4.73091 0.0 0.6 -0.6 0.38
H 2.91502 0.41559 -4.09439 -0.5 -0.2 -0.2 -0.18
C -3.14024 4.05213 -0.03988 -0.5 0.7 -0.3 -0.52
C -3.78244 5.33344 0.47708 0.4 0.8 -0.2 -0.62
C -5.14900 5.81545 -0.11689 1.5 0.1 -0.2 -0.62
O -5.49881 7.00013 0.56629 -0.9 0.3 0.0 -0.34
C -6.77207 7.54152 0.16861 0.6 0.8 0.2 -0.83
N -3.86209 5.25818 1.88450 -0.5 -0.6 1.6 -0.36
H -2.75285 4.33873 -1.01759 -0.2 -0.8 -0.4 0.36
H -3.85767 3.23240 -0.00215 0.0 -0.1 -0.6 0.38
H -2.29903 3.74423 0.58113 0.0 0.4 0.1 -0.24
H -3.03948 6.12472 0.37713 -0.1 0.4 -0.9 0.32
H -5.95778 5.09478 0.00406 0.1 -0.4 -0.2 0.45
H -4.95092 6.09716 -1.15106 -0.4 -0.4 -0.5 0.46
H -7.22731 7.11239 -0.72398 0.2 -0.6 0.2 0.35
H -6.62687 8.58701 -0.10335 0.2 0.1 0.1 0.27
H -7.46452 7.55797 1.01024 -0.1 -0.4 0.0 0.28
H -4.54701 4.53487 2.05123 -0.4 -0.2 0.7 0.21
H -4.24657 6.12572 2.23041 -0.2 0.1 0.2 0.29
C 6.26899 2.56796 4.28267 -0.2 -0.2 -0.6 -1.22
C 5.33030 1.64087 5.03777 0.8 -0.4 1.3 0.78
C 5.16855 0.24988 4.37124 0.2 1.9 0.3 -0.89
O 4.65594 0.51932 3.07924 -0.1 -1.6 0.0 -0.15
C 4.52642 -0.72624 2.38894 0.0 0.9 -1.7 -0.85
N 5.83134 1.55216 6.47075 -0.3 0.0 -1.3 -0.74
H 6.31338 3.59114 4.65579 -0.2 -0.1 0.3 0.35
H 5.90661 2.62706 3.25637 0.2 0.1 -0.1 0.11
H 7.28680 2.17794 4.27550 0.0 -0.1 0.0 0.34
H 4.32382 2.05873 5.05974 -0.2 0.1 -0.3 0.05
H 4.44918 -0.28695 4.98965 0.0 -0.5 0.0 0.28
H 6.09326 -0.30235 4.20379 0.3 0.0 0.7 0.45
H 4.85883 -0.54602 1.36662 -0.4 0.4 -0.4 0.36
H 3.48684 -1.04848 2.32962 0.0 -0.2 0.3 0.07
H 5.22322 -1.53203 2.61970 -0.1 0.0 1.1 0.45
H 5.42197 0.77498 6.96924 -0.2 -0.3 -0.1 0.25
H 5.45505 2.37614 6.91747 0.2 0.2 0.3 0.30
C -0.80303 5.30981 5.76104 0.5 -0.2 -0.2 -1.30
C -1.36343 4.74663 4.47520 0.8 0.7 -0.6 0.65
C -0.71385 3.43396 4.04000 -0.6 -1.2 -0.3 0.79
O 0.69267 3.48241 3.90329 0.7 0.5 1.0 -0.51
C 1.27111 2.36232 3.25145 -0.6 0.0 -0.5 0.65
N -2.80283 4.66376 4.60609 -0.8 -0.9 -0.6 -0.70
H -1.45101 6.09033 6.15980 0.1 0.1 -0.1 0.43
H 0.19668 5.70198 5.57427 0.0 0.0 0.3 0.29
H -0.75544 4.51369 6.50403 0.1 0.0 0.1 0.17
H -1.10052 5.33933 3.59902 0.1 1.0 0.1 0.30
H -1.07135 3.13370 3.05504 -0.6 0.2 -0.3 -0.35
H -1.04722 2.63314 4.70004 0.2 -0.3 0.5 -0.46
H 2.27207 2.07678 3.57495 0.0 0.5 0.6 -0.48
H 1.37789 2.58491 2.18978 -0.2 -0.1 -0.3 0.03
H 0.65131 1.47249 3.36178 -0.2 -0.1 0.0 -0.06
H -3.17162 4.56821 3.67069 0.1 -0.9 -0.5 0.20
H -3.23691 5.56465 4.74780 0.6 0.6 0.9 0.34
C -1.07717 -4.09788 1.84784 -1.0 1.0 -0.4 -1.47
C -0.82255 -5.56278 2.19021 -0.9 0.2 1.1 1.89
C -0.35534 -5.79803 3.67366 0.3 0.9 -1.2 -0.95
O -1.34185 -5.34338 4.54967 -1.3 0.1 -0.8 -0.46
C -1.08012 -5.59977 5.89140 0.0 -0.4 -0.1 -0.82
N -2.09150 -6.26878 1.91256 1.2 -0.1 -0.6 -0.71
H -1.88404 -3.63389 2.41508 -0.1 -0.3 0.5 0.51
H -1.50396 -4.05682 0.84571 0.2 -0.3 -0.3 0.28
H -0.32003 -3.31376 1.85141 0.8 -0.6 0.3 0.07
H -0.05498 -5.89129 1.48949 0.1 -0.5 0.2 -0.82
H 0.53669 -5.17743 3.75875 0.5 0.1 0.4 0.25
H -0.08958 -6.81371 3.96668 0.0 -0.4 -0.5 0.65
H -1.98811 -5.42971 6.46996 0.2 0.7 0.0 0.23
H -0.20457 -4.99336 6.12328 0.0 -0.1 1.0 0.34
H -0.90365 -6.66206 6.06024 0.5 -0.2 -0.1 0.33
H -1.89844 -7.24980 2.05547 -0.5 -0.2 0.1 0.29
H -2.83933 -5.96441 2.51937 0.1 0.0 0.2 0.31
C -4.96102 2.23769 -5.44724 -0.3 0.6 0.1 -1.40
C -3.81661 3.12221 -4.87389 -1.8 -1.0 0.1 0.14
C -3.13964 2.50187 -3.66737 -0.6 -0.8 0.6 1.07
O -4.14896 1.94130 -2.81379 0.0 0.7 0.7 -0.42
C -3.77053 0.90236 -1.93053 0.1 -1.1 -0.7 -0.47
N -2.88430 3.30078 -5.95572 0.3 0.4 0.0 -0.78
H -4.63769 1.21463 -5.63935 0.2 0.0 -0.2 0.17
H -5.28988 2.72718 -6.36395 0.3 -0.2 -0.3 0.39
H -5.89506 2.16582 -4.89000 0.4 0.1 0.7 0.31
H -4.28177 4.05619 -4.55857 0.2 0.3 -0.2 0.50
H -2.53554 3.27684 -3.19557 -0.1 0.2 0.4 -0.31
H -2.42740 1.72967 -3.95808 0.0 -0.3 -0.3 -0.32
H -2.91737 1.06247 -1.27131 0.1 0.4 -0.1 0.00
H -3.58641 0.01434 -2.53518 0.7 -0.2 -0.3 0.25
H -4.57720 0.50074 -1.31728 -0.5 1.0 0.1 0.50
H -2.49757 2.37459 -6.06856 0.5 -0.1 -0.5 0.12
H -2.11915 3.86834 -5.62030 0.4 0.2 -0.1 0.36
C 4.82905 -3.36143 0.00167 1.0 -1.3 -1.0 -1.56
C 3.46728 -4.03997 -0.13625 1.0 1.9 -1.3 1.94
C 3.41186 -5.53779 -0.01776 0.5 -1.1 0.1 -1.18
O 2.11310 -6.04964 -0.30692 -0.4 0.8 0.8 -0.06
C 1.92683 -7.39892 0.05066 0.6 -1.1 -0.6 -1.07
N 2.66665 -3.32838 0.84217 -1.2 -1.7 0.4 -0.54
H 5.17160 -3.53007 1.02261 0.3 0.2 0.0 0.42
H 4.91491 -2.30981 -0.27182 -0.9 0.1 0.4 0.06
H 5.54216 -3.79493 -0.69952 0.3 -0.4 0.2 0.54
H 3.03127 -3.78287 -1.10160 0.0 -0.1 -0.3 -0.87
H 3.71702 -5.83586 0.98530 -0.1 0.0 0.5 0.45
H 4.12090 -6.04833 -0.66947 0.3 0.3 -0.4 0.50
H 2.28534 -8.04627 -0.74966 0.2 0.0 -0.3 0.32
H 0.89293 -7.71362 0.19246 -0.2 0.8 0.0 0.27
H 2.49134 -7.74189 0.91772 0.1 0.5 0.4 0.43
H 1.96335 -4.05230 0.87963 -1.9 0.5 0.4 -0.44
H 3.10834 -3.54234 1.72491 0.4 0.6 0.6 0.48
C 0.26411 -1.40056 4.28959 1.5 1.4 -1.2 -1.03
C -0.58534 -1.68479 5.47577 1.6 1.5 0.2 0.44
C -1.00144 -0.36979 6.18955 -0.2 -1.0 -0.5 -0.24
O 0.07785 0.14443 6.96354 -0.8 -0.3 0.1 -0.33
C -0.39245 1.24635 7.72359 -0.4 1.0 -1.2 -0.57
N -1.68231 -2.41256 4.94251 -1.0 -1.2 1.4 -0.08
H 0.98950 -0.61662 4.50718 0.1 0.1 0.0 0.45
H -0.32920 -1.05793 3.44184 -0.3 0.2 0.1 -0.14
H 0.85681 -2.20987 3.86321 -0.1 -0.6 0.4 0.28
H 0.06955 -2.22222 6.16162 -0.2 -0.4 0.5 0.42
H -1.89535 -0.50396 6.79867 0.0 -0.5 0.5 0.43
H -1.40956 0.28767 5.42192 0.5 0.7 -0.3 -0.08
H -1.31625 1.10858 8.28549 0.3 -0.9 0.7 0.38
H -0.77983 1.97135 7.00776 0.4 0.6 -0.3 0.07
H 0.40301 1.72223 8.29705 0.0 -0.4 0.0 0.31
H -2.08252 -2.80702 5.78176 -1.3 0.0 0.2 0.31
H -1.29086 -3.27266 4.58602 0.0 -0.2 -0.9 -0.40
C -2.03598 -0.34754 -8.31397 -0.9 0.8 0.5 -1.67
C -1.53770 -1.12258 -7.12697 0.0 -1.2 0.6 0.92
C -1.65565 -0.49547 -5.71892 0.1 0.7 -0.4 0.97
O -0.86660 0.67965 -5.65441 0.6 0.0 0.1 -0.28
C 0.52986 0.42882 -5.58502 0.6 1.4 0.3 -1.86
N -2.11292 -2.46244 -7.09152 -0.7 -1.0 0.2 -0.63
H -3.11183 -0.19103 -8.23553 -0.2 0.1 0.2 0.32
H -1.94357 -0.93752 -9.22583 0.6 0.3 -0.1 0.45
H -1.60231 0.65242 -8.32431 0.3 -0.1 -0.5 0.34
H -0.47559 -1.31274 -7.28142 0.2 0.2 0.1 -0.03
H -1.37731 -1.14852 -4.89179 0.3 -0.4 -0.4 -1.33
H -2.65287 -0.17016 -5.42254 -0.4 0.0 -0.6 0.42
H 0.99220 0.14294 -6.52980 -0.2 -0.6 0.0 0.42
H 0.87110 -0.13877 -4.71927 -0.5 -0.9 -0.2 0.74
H 1.04327 1.36181 -5.35258 -0.4 0.5 -0.2 0.56
H -3.03690 -2.54270 -6.69162 -0.2 0.6 0.6 0.19
H -2.31839 -2.83219 -8.00867 0.6 0.0 -0.4 0.26
C 0.11993 -4.44350 -2.51841 -0.1 -0.6 0.3 -1.11
C -0.98551 -4.02347 -3.44571 -0.5 0.5 0.7 0.48
C -2.05400 -3.08712 -2.84187 0.0 0.0 1.1 -0.21
O -2.64464 -3.62410 -1.61576 1.4 -0.7 -1.8 -0.48
C -3.41934 -2.69184 -0.94374 -0.4 0.3 -0.1 -0.73
N -0.40740 -3.47185 -4.64712 -0.3 -0.5 -0.3 -0.63
H 0.69028 -3.61513 -2.09816 -0.1 0.2 0.1 -0.34
H 0.80303 -5.07058 -3.09134 0.1 0.0 0.0 0.50
H -0.30487 -5.06505 -1.73017 0.2 0.2 0.3 0.48
H -1.56562 -4.91888 -3.66890 0.2 -0.3 -0.4 0.28
H -2.78960 -2.88559 -3.62057 -0.7 -0.5 -0.1 0.64
H -1.70413 -2.07139 -2.65743 0.7 0.2 0.4 -0.14
H -4.03966 -3.19734 -0.20361 0.0 -0.1 -0.1 0.33
H -4.03622 -2.20047 -1.69614 -0.4 0.4 0.3 0.50
H -2.80675 -1.96576 -0.40929 0.1 0.4 0.0 0.10
H 0.33940 -2.80968 -4.49251 -0.1 0.2 0.2 0.14
H -1.12659 -3.10116 -5.25164 0.3 0.0 -0.5 0.15
C 0.43875 2.50506 -2.47875 1.3 1.1 0.6 1.95
C 0.91118 3.98945 -2.63911 -1.4 -1.4 0.7 -1.13
O -0.28891 4.70308 -3.00141 0.7 0.2 -0.7 -0.54
O -0.59590 2.46195 -1.50680 0.2 -0.2 -0.3 0.00
H 1.29476 1.94518 -2.10207 -0.1 -0.2 0.1 -0.97
H 0.14232 2.03373 -3.41581 -0.2 0.3 -0.2 -0.41
H 1.78495 4.02370 -3.28984 -0.4 0.4 -0.6 0.40
H 1.15722 4.43219 -1.67395 0.6 -0.6 0.3 0.56
H -0.13017 5.59822 -2.69297 -0.4 0.2 -0.2 0.30
H -1.26358 3.04739 -1.87159 -0.4 0.2 0.2 -0.70
C 3.81894 -2.33576 -5.56541 0.9 -1.7 0.3 -0.66
C 3.40312 -2.58980 -4.07887 -0.7 0.5 -0.1 0.04
O 2.78715 -1.41621 -3.60537 -0.4 1.0 -1.1 1.01
O 4.34432 -3.55519 -6.19148 -0.5 0.9 0.7 -0.61
H 4.65342 -1.63619 -5.61403 -0.2 0.1 0.2 0.24
H 3.02490 -1.98518 -6.22472 -0.4 0.3 0.6 0.24
H 4.20971 -2.79684 -3.37556 0.6 -0.4 -0.6 0.26
H 2.63489 -3.35125 -3.94430 0.3 -0.8 -0.6 0.11
H 2.61803 -1.43476 -2.66056 0.0 -0.3 0.8 -0.13
H 3.56224 -4.02963 -6.48277 0.0 -0.3 -0.1 0.33
C 0.60909 0.21765 0.25259 -1.2 -1.0 -0.7 -0.92
C 0.78068 -0.94874 -0.84497 -0.5 1.7 1.0 1.00
O 2.15288 -1.22834 -0.97912 0.2 0.0 -0.1 0.78
O -0.74653 0.59098 0.51738 0.4 -0.6 -0.2 1.73
H 1.14007 1.14018 0.01787 0.6 -0.3 0.0 -0.13
H 0.90722 -0.26926 1.18110 0.7 0.3 0.1 0.04
H 0.44076 -0.76825 -1.86477 -0.6 0.5 0.2 -0.49
H 0.23309 -1.78433 -0.40902 -0.1 -0.3 -0.3 -0.06
H 2.32338 -1.85426 -0.27148 0.7 -0.5 0.7 -0.84
H -0.90777 1.29694 -0.11288 -0.3 0.3 -0.3 -0.64
C -2.87535 0.28908 2.79444 -1.4 0.4 0.0 1.60
C -3.68545 1.62530 2.69501 0.4 -1.4 1.2 0.05
O -4.93110 1.41282 2.06663 -0.3 -0.2 -1.0 -0.57
O -3.56910 -0.61543 3.71704 0.7 1.6 -1.4 -0.79
H -1.82773 0.45849 3.04323 0.0 0.4 0.8 -0.70
H -2.73295 -0.12808 1.79755 -0.6 -0.3 -0.2 -0.42
H -3.10962 2.41131 2.20642 0.1 0.0 0.0 -0.72
H -3.96767 1.90569 3.70981 0.8 0.3 0.3 0.64
H -5.54298 2.06299 2.41947 -0.1 -0.1 0.0 0.35
H -2.91877 -1.29811 3.89762 0.2 -0.6 0.5 0.39
```
Forces are in eV/Å.